No. 1
19
Properties=species:S:1:pos:R:3:forces:R:3 method="wB97M-V/def2-TZVPD" e_homo_ev="-13.45 / -13.45" de_lowest_kj_mol=493.0 total_charge=+1 homo_lumo_gap_ev="9.8725 / 9.8712" max_force_ev_per_a=4.25
C -2.5100 -0.5061 0.0113 1.5 -3.9 0.5
C 1.3457 0.1601 1.1951 -0.2 -0.4 1.4
C -0.6363 1.7137 -0.4563 -2.1 -2.3 2.1
C 1.0968 -0.0902 -0.2793 2.2 2.0 1.2
N -1.3389 -0.8651 -0.2298 2.4 1.4 -0.3
N -0.0976 0.4452 -0.8366 -2.4 -2.7 -0.4
N 1.1471 -1.5508 -0.6558 -0.6 2.5 1.1
H -3.1168 -1.3510 0.4279 0.1 1.0 -0.5
H -2.8706 0.4254 -0.1611 -1.6 2.8 -0.3
H 2.4003 0.0039 1.5015 -0.4 0.7 -0.5
H 0.8485 -0.5193 1.8686 -0.8 -0.5 0.1
H 0.9341 1.1608 1.4711 1.0 -0.7 -0.2
H -0.3890 2.0173 0.5693 -0.1 0.2 -0.3
H -0.4595 2.4722 -1.1400 0.4 1.3 -1.5
H -1.7504 1.4185 -0.4472 1.7 1.9 -0.2
H 2.0222 0.4529 -0.6713 -1.4 -0.8 -0.7
H 1.3528 -1.5560 -1.6080 0.0 -0.6 -2.3
H 1.8344 -2.0459 -0.1591 1.1 -0.9 1.0
H 0.1873 -1.7858 -0.4005 -0.9 -0.9 -0.3

No. 2
13
Properties=species:S:1:pos:R:3:forces:R:3 method="wB97M-V/def2-TZVPD" e_homo_ev="-12.23 / -13.50" de_lowest_kj_mol=36.4 spin_multiplicity=2 total_charge=+1 homo_lumo_gap_ev="8.8160 / 10.0499" max_force_ev_per_a=4.79
H -2.7552 -2.7728 -0.4082 0.3 0.0 -0.2
C -1.8615 -2.7671 -1.0375 -0.4 -0.2 0.1
C -0.6918 -3.6116 -1.1111 0.1 -0.4 -0.2
O -0.6751 -2.2370 -0.6051 0.3 0.5 0.3
H -0.4919 -4.3587 -0.3391 -0.1 0.2 -0.2
H -0.1752 -3.7361 -2.0651 -0.2 0.0 0.3
O 0.8925 1.7090 0.5534 -1.8 -0.6 0.8
C 0.9609 2.8018 1.1415 4.2 -0.2 -2.3
O 1.8552 2.8961 2.1435 -0.5 1.4 0.9
Na 0.3463 -0.3770 0.1765 0.1 0.2 0.1
H 2.0568 3.8822 2.1673 -0.3 -1.7 0.4
Tl -0.2092 4.6468 -1.2009 -0.6 0.5 -1.2
O 0.7483 3.9243 0.5848 -1.1 0.4 1.2

No. 3
8
Properties=species:S:1:pos:R:3:forces:R:3 method="wB97M-V/def2-TZVPD" e_homo_ev="-14.96 / -14.76" de_lowest_kj_mol=144.8 total_charge=+1 homo_lumo_gap_ev="7.3180 / 7.1697" max_force_ev_per_a=3.74
H -0.3703 -1.5198 0.5178 1.7 2.3 -1.0
N 0.5317 -0.8972 0.2435 -1.5 -2.5 1.1
N 0.4709 0.2903 0.0210 -2.0 0.6 0.1
C 1.8777 0.8383 -0.2173 3.5 -0.6 -0.2
O 2.8188 0.3091 0.3178 -2.4 1.1 -1.0
N 1.8556 2.2073 -0.6881 -2.7 0.1 2.6
O 2.4441 2.8018 -1.4733 1.4 -0.3 -1.6
H -0.4795 0.8506 -0.0094 2.1 -0.8 0.0

No. 4
23
Properties=species:S:1:pos:R:3:forces:R:3 method="wB97M-V/def2-TZVPD" e_homo_ev=-8.76 de_lowest_kj_mol=66.5 homo_lumo_gap_ev=9.6961 max_force_ev_per_a=2.65
C 1.1742 1.4027 -0.4553 0.0 -0.1 -0.1
C 0.6065 0.0056 -0.6734 -2.1 1.1 -1.3
C 1.6460 -0.8956 -1.3346 -0.4 0.3 -0.2
C -0.7499 0.1747 -1.6713 2.4 -0.4 0.0
N 0.2180 -0.5936 0.5795 0.3 -0.6 0.8
C -1.0192 -0.1292 1.1918 -0.8 0.1 -1.5
N -0.7908 1.1242 1.8652 0.0 0.1 0.1
N -1.5944 -1.1203 2.0754 -0.2 0.0 0.0
H 0.4694 2.0073 0.1067 0.0 0.1 -0.1
H 2.1043 1.3474 0.1068 0.1 0.0 0.1
H 1.3789 1.8686 -1.4161 0.0 0.1 -0.1
H 1.9920 -0.4481 -2.2671 0.0 0.0 0.0
H 2.5049 -1.0300 -0.6817 0.0 0.1 0.1
H 1.2303 -1.8768 -1.5579 -0.1 -0.1 -0.1
H -0.3889 0.5753 -2.6158 0.3 -0.2 -0.3
H -1.1241 -0.8286 -1.8699 -0.3 0.0 0.1
H -1.5483 0.8713 -1.4262 0.1 -0.1 0.7
H 0.1484 -1.6000 0.4548 0.0 0.2 0.1
H -1.7368 0.0684 0.3135 0.5 -0.3 1.8
H -0.0534 1.0116 2.5550 0.0 0.0 0.0
H -1.6402 1.4047 2.3422 0.1 0.0 0.0
H -1.8950 -1.9515 1.5808 0.0 0.0 0.0
H -0.9318 -1.3880 2.7978 0.0 0.0 -0.1

No. 5
76
Properties=species:S:1:pos:R:3:forces:R:3 method="wB97M-V/def2-TZVPD" e_homo_ev="-13.41 / -13.40" de_lowest_kj_mol=144.5 spin_multiplicity=2 total_charge=+2 homo_lumo_gap_ev="7.1211 / 6.2168" max_force_ev_per_a=1.05
Ir 0.6703 0.3671 -0.6082 0.6 -0.4 0.7
N 2.8437 0.5669 0.4689 -0.2 0.2 0.0
C 3.5876 -0.6168 0.1472 0.0 -0.1 -0.1
C 4.7281 -0.9877 0.8021 -0.1 0.1 0.0
C 5.4434 -2.1358 0.4115 0.0 0.0 0.0
C 5.0070 -2.8852 -0.6394 0.0 0.0 0.0
C 3.8204 -2.5350 -1.3280 0.1 0.1 0.1
C 3.3226 -3.3174 -2.3888 -0.1 0.0 0.0
C 2.1450 -2.9688 -2.9844 0.1 0.0 0.0
C 1.4643 -1.8385 -2.5246 0.0 0.1 0.0
N 1.9019 -1.0570 -1.5466 -0.1 0.1 -0.5
C 3.0948 -1.3908 -0.9314 0.0 0.0 0.1
H 3.1539 1.3257 -0.1380 -0.1 0.1 0.1
H 2.9912 0.8913 1.4207 0.1 -0.2 0.1
H 5.0964 -0.3792 1.6190 0.0 0.0 0.0
H 6.3460 -2.4054 0.9412 0.0 0.0 0.0
H 5.5530 -3.7620 -0.9600 0.0 0.0 0.0
H 3.8746 -4.1919 -2.7080 0.0 0.0 0.0
H 1.7207 -3.5452 -3.7924 0.0 0.0 0.0
H 0.5257 -1.5655 -2.9779 0.0 0.0 0.0
N -0.3890 1.1833 1.0113 -0.4 0.2 -0.4
C -0.7296 2.5822 1.2674 0.0 0.0 0.0
C -1.6921 2.8327 2.2358 0.0 0.0 -0.1
C -2.1192 4.1264 2.4714 0.0 0.0 0.0
C -1.5975 5.1586 1.7056 0.0 0.0 0.0
C -0.6132 4.8996 0.7711 0.0 0.0 0.0
C -0.1172 3.6062 0.5617 0.0 0.1 0.2
C 1.0324 3.4141 -0.3521 -0.2 -0.1 -0.2
C 1.9578 4.4547 -0.4595 -0.1 0.0 0.0
C 2.9654 4.4454 -1.4101 0.0 0.1 0.0
C 3.0634 3.3875 -2.2952 0.0 -0.1 -0.1
C 2.1967 2.3105 -2.1626 0.1 0.0 0.1
C 1.2206 2.2769 -1.1578 0.4 -0.2 -0.3
H -1.2767 0.6732 0.9669 0.0 -0.1 0.1
H 0.1252 0.8102 1.8096 -0.1 0.0 0.0
H -2.1046 2.0088 2.8052 0.0 0.0 0.0
H -2.8615 4.3242 3.2317 0.0 0.0 0.0
H -1.9522 6.1706 1.8428 0.0 0.0 0.0
H -0.2223 5.7127 0.1760 0.0 0.0 0.0
H 1.8860 5.2911 0.2226 0.0 0.0 0.0
H 3.6526 5.2779 -1.4703 0.0 0.0 0.0
H 3.8140 3.3836 -3.0737 0.0 0.0 0.0
H 2.3064 1.4700 -2.8348 0.0 0.0 0.0
F 0.1787 0.6045 -3.4935 0.0 0.0 -0.1
B -0.3562 0.8354 -2.3013 -0.1 0.2 0.2
F -1.6051 1.2447 -2.2754 -0.2 0.1 0.1
C -3.3039 -1.1228 2.9570 0.0 0.0 0.0
O -3.1308 -1.4740 1.5868 0.1 0.0 0.0
C -3.5837 -0.6176 0.6403 -0.2 -0.1 -0.2
C -4.0168 0.6774 0.9091 0.0 -0.1 -0.1
C -4.5259 1.4756 -0.1049 0.0 0.0 0.0
C -4.6537 0.9779 -1.3930 0.0 0.1 0.1
C -4.2486 -0.3126 -1.6656 0.1 0.0 0.1
C -3.6789 -1.1085 -0.6765 0.4 0.5 -0.1
N -3.3320 -2.4233 -1.0345 0.1 -0.2 0.2
C -2.6782 -3.3770 -0.3688 0.3 0.2 -0.3
C -1.4924 -3.3058 0.3751 -0.3 -0.1 0.4
C -1.1841 -4.4594 1.1514 0.0 0.0 0.1
C -0.0931 -4.5150 1.9711 -0.1 0.1 -0.1
C 0.7559 -3.3968 2.0196 0.0 0.0 0.0
C 0.5213 -2.2829 1.2522 -0.1 0.0 -0.1
C -0.5946 -2.1942 0.3867 0.3 0.0 -0.1
O -0.7630 -1.1928 -0.4304 0.0 0.0 0.2
H -2.9300 -1.9671 3.5292 0.0 0.0 0.0
H -4.3569 -0.9565 3.1876 0.0 0.0 0.0
H -2.7262 -0.2315 3.2135 0.0 0.0 0.0
H -3.9998 1.0518 1.9202 0.0 0.0 0.0
H -4.8541 2.4797 0.1264 0.0 0.0 0.0
H -5.0772 1.5847 -2.1794 0.0 0.0 0.0
H -4.3897 -0.7240 -2.6583 0.1 0.0 0.0
H -3.6999 -2.7069 -1.9347 -0.7 -0.2 0.4
H -3.1290 -4.3613 -0.4565 0.3 -0.2 -0.5
H -1.8618 -5.3019 1.0895 0.0 0.0 0.0
H 0.1183 -5.3892 2.5677 0.0 0.0 0.0
H 1.6264 -3.4219 2.6633 0.0 0.0 0.0
H 1.2287 -1.4582 1.2802 0.0 0.0 0.0

No. 6
64
Properties=species:S:1:pos:R:3:forces:R:3 method="wB97M-V/def2-TZVPD" e_homo_ev=-9.63 homo_lumo_gap_ev=9.2894 max_force_ev_per_a=0.96
O -1.5643 -2.0834 1.1900 0.1 0.0 -0.2
S -2.8469 -2.4838 0.6587 -0.2 0.0 0.9
O -3.9747 -2.6043 1.5504 0.1 0.2 -0.2
P -2.7575 -4.3414 -0.5746 -0.3 -0.1 -0.5
S -0.9562 -5.0549 0.2008 0.4 -0.3 -0.3
S -4.0773 -5.5702 0.4960 0.1 0.1 0.3
C -3.3209 -1.0604 -0.4566 0.2 0.2 0.1
F -3.2767 0.0112 0.3512 -0.1 -0.1 -0.1
F -4.5773 -1.2389 -0.8744 0.1 -0.1 -0.1
C -2.3623 -0.8131 -1.6681 -0.1 0.0 0.1
F -1.7017 -1.9339 -1.9899 -0.1 0.1 0.0
F -1.4772 0.1269 -1.3735 0.1 0.0 0.0
F -3.0589 -0.4213 -2.7307 -0.1 0.0 0.0
H -0.6788 -4.1081 1.1088 -0.2 0.1 0.1
H -5.1982 -4.9583 0.0834 0.0 0.0 -0.2
C -6.6788 -0.8053 2.4130 0.0 0.0 0.1
N -7.8937 -1.5832 2.0469 0.0 0.0 0.0
O -8.3930 -2.2949 2.8933 0.0 0.0 -0.1
O -8.3017 -1.4539 0.9097 0.0 0.0 0.1
H -6.4300 -1.0248 3.4440 0.0 0.0 0.0
H -5.8854 -1.1199 1.7430 0.0 0.0 0.0
H -6.9127 0.2454 2.2701 0.0 0.0 -0.1
C 0.2978 0.4158 1.9160 0.0 0.0 0.1
N 1.7824 0.4455 1.9417 0.1 0.0 -0.1
O 2.3526 0.2164 2.9848 0.0 0.0 0.0
O 2.3422 0.7063 0.8898 0.0 0.0 0.0
H -0.0574 0.1748 2.9103 0.0 0.0 0.0
H -0.0399 1.3963 1.5895 0.0 -0.1 0.0
H -0.0024 -0.3417 1.2001 0.0 0.0 0.0
C -1.6852 -0.1022 -5.5982 -0.1 -0.1 0.0
N -1.2946 -0.6585 -6.9239 0.0 0.0 0.0
O -1.7128 -1.7580 -7.2214 0.0 0.1 0.0
O -0.5789 0.0348 -7.6167 0.0 0.0 0.0
H -2.3177 -0.8245 -5.0995 0.0 0.0 0.0
H -0.7701 0.0813 -5.0430 0.0 0.0 0.0
H -2.2103 0.8304 -5.7802 0.0 0.0 0.0
C 0.1864 4.5299 -0.0717 -0.1 0.0 0.1
N -1.0437 3.6915 -0.0056 -0.1 0.0 0.1
O -1.2778 3.1043 1.0370 0.0 0.1 -0.2
O -1.7404 3.6439 -0.9957 0.1 0.0 0.0
H 0.6957 4.4652 0.8795 0.0 0.0 0.0
H 0.8005 4.1390 -0.8760 0.0 0.0 0.0
H -0.1294 5.5454 -0.2920 0.0 0.0 -0.1
C 4.3094 2.8436 -0.7285 -0.1 0.0 0.0
N 4.2211 3.9719 0.2381 0.0 0.1 0.0
O 3.1308 4.2897 0.6704 0.2 -0.1 -0.1
O 5.2646 4.5185 0.5326 -0.1 0.0 0.1
H 3.3136 2.4571 -0.8970 -0.1 0.0 0.0
H 4.7608 3.2399 -1.6344 0.1 0.0 0.0
H 4.9485 2.0893 -0.2813 0.0 0.0 0.0
C 8.3383 5.2469 -0.4310 0.1 0.0 0.1
N 8.4586 4.2426 -1.5221 0.0 0.0 0.0
O 9.3932 3.4705 -1.4910 -0.1 0.1 0.0
O 7.5916 4.2583 -2.3752 0.0 0.0 0.0
H 9.1661 5.1107 0.2543 0.0 0.0 -0.1
H 8.3579 6.2310 -0.8890 -0.1 0.0 0.0
H 7.3849 5.0656 0.0532 0.0 0.1 0.0
C 1.8817 -6.1823 4.3942 0.1 0.0 0.0
N 0.9131 -5.8037 3.3280 0.0 0.0 0.0
O 1.2322 -4.9070 2.5691 -0.1 -0.1 0.0
O -0.1316 -6.4149 3.2896 0.0 0.0 0.0
H 2.7566 -5.5513 4.2987 0.0 0.0 0.0
H 1.3818 -6.0361 5.3467 0.0 0.0 0.0
H 2.1231 -7.2309 4.2500 0.0 0.0 0.0